{
  "formula": "C71H70Ge2IrN2O2PS4",
  "method": "ωB97M-V with the def2-TZVPD basis set",
  "symbols": ["Ir", "Ge", "Ge", "S", "S", "S", "S", "P", "O", "O", "N", "N", "C", "C", "C", "C", "C", "C", "C", "C", "C", "C", "C", "C", "C", "C", "C", "C", "C", "C", "C", "C", "C", "C", "C", "C", "C", "C", "C", "C", "C", "C", "C", "C", "C", "C", "C", "C", "C", "C", "C", "C", "C", "C", "C", "C", "C", "C", "C", "C", "C", "C", "C", "C", "C", "C", "C", "C", "C", "C", "C", "C", "C", "C", "C", "C", "C", "C", "C", "C", "C", "C", "C", "H", "H", "H", "H", "H", "H", "H", "H", "H", "H", "H", "H", "H", "H", "H", "H", "H", "H", "H", "H", "H", "H", "H", "H", "H", "H", "H", "H", "H", "H", "H", "H", "H", "H", "H", "H", "H", "H", "H", "H", "H", "H", "H", "H", "H", "H", "H", "H", "H", "H", "H", "H", "H", "H", "H", "H", "H", "H", "H", "H", "H", "H", "H", "H", "H", "H", "H", "H", "H", "H"],
  "xyz": [[-1.1883, 0.5715, -1.2390], [1.1155, 0.9915, 1.2551], [0.4039, -1.8232, 0.6055], [1.6979, -0.3579, -0.4761], [0.3629, -0.7023, 2.5078], [-1.5969, -1.4728, -0.3432], [-0.5943, 2.0885, 0.4367], [-3.2560, 1.4850, -1.6399], [-2.2966, -1.4136, -4.4152], [0.0455, 1.9004, -2.4862], [-1.1292, 0.3300, -3.4509], [-1.3066, 0.1146, -5.7864], [1.0364, -6.4883, 0.8246], [0.2050, 2.2207, 4.6969], [3.2824, 2.9518, -0.9556], [0.8326, -5.7657, 1.9907], [-0.5381, 1.2313, -5.9299], [-4.9623, 0.9077, 2.0085], [3.8451, 1.9310, 1.7445], [-0.7925, -3.5126, 3.7919], [-2.4317, 4.7232, -3.9612], [-0.3423, 1.4029, -3.5856], [-5.5501, 2.2955, -0.3397], [-2.9925, 3.1546, -2.2246], [-0.9442, -2.8991, 5.0342], [-5.1557, -1.5869, -3.4190], [-5.8869, -0.9812, -4.4325], [3.6443, -3.4266, -1.1656], [-2.3860, 5.7467, -3.0206], [3.1853, 3.5305, 3.9374], [4.5533, 0.9727, -1.8386], [-3.3321, 3.6352, 4.9761], [1.6742, -2.6571, -4.3174], [-1.6284, -0.4004, -4.5103], [5.0144, -0.0429, 0.7094], [4.2884, 1.1457, 0.5472], [-2.7324, 3.4286, -3.5670], [1.6050, -3.1640, 3.9579], [4.0507, 1.6580, -0.7347], [1.0490, 1.1447, 5.3525], [0.1472, -2.4337, 5.7555], [0.0172, 4.1794, 3.2562], [-4.3327, -0.8223, -2.6087], [-6.1440, 1.6211, 1.8965], [5.2853, -0.1983, -1.7034], [-1.8882, 3.4461, 4.5701], [0.4959, -3.6564, 3.2630], [-4.9976, 1.1684, -3.8127], [-2.9120, 4.1782, -1.2753], [5.4939, -0.6988, -0.4241], [2.9869, -3.2513, 3.3605], [0.7607, 3.0890, 3.7469], [1.0109, -4.4501, -0.4725], [0.7793, -3.7255, 0.7134], [2.4743, -3.3051, -2.1249], [-4.3525, 1.5872, -0.2168], [0.4167, -3.1470, -3.9864], [2.5040, 2.0364, 2.1632], [5.2999, -0.6124, 2.0872], [-1.1212, 2.4055, 5.0784], [2.1658, 2.8650, 3.2663], [-1.7947, -0.6422, -6.9545], [-2.6272, 5.4739, -1.6776], [2.6878, -2.7414, -3.3739], [1.1907, -3.7835, -1.8023], [-2.0035, -4.0044, 3.0225], [4.8271, 2.6250, 2.4472], [-1.2965, 4.3342, 3.6804], [-4.0548, 0.8940, 0.9535], [0.1532, -3.7166, -2.7437], [0.6313, 5.1995, 2.3168], [-4.2532, 0.5556, -2.8055], [-5.8085, 0.3927, -4.6286], [-1.2299, -4.2947, -2.4845], [0.7025, -4.3810, 1.9608], [-0.0302, 1.9099, -4.8793], [1.1350, -5.8335, -0.3958], [5.8806, -0.8811, -2.9174], [1.4109, -2.5622, 5.1957], [-0.0328, -1.8317, 7.1328], [1.9563, -2.0633, -5.6801], [4.5058, 3.4088, 3.5370], [-6.4378, 2.3162, 0.7228], [5.5817, -1.6663, 2.0149], [-1.4519, -4.3774, -1.4195], [6.7559, -0.3279, -3.2699], [-6.5194, -1.5848, -5.0758], [-2.8554, -0.4627, -7.1162], [-2.2278, 4.9315, -5.0024], [-4.9559, 2.2420, -3.9563], [-1.9452, -2.7852, 5.4515], [2.8952, -2.4492, -6.0823], [-2.0434, -3.5596, 2.0230], [-0.3490, 1.5435, -6.9485], [-1.9934, -3.6686, -2.9573], [-1.2258, -0.3490, -7.8314], [-1.3075, -5.2990, -2.9178], [1.1939, 5.9473, 2.8845], [-6.3860, 0.8659, -5.4159], [4.3738, 1.3772, -2.8380], [1.1575, -2.3003, -6.3870], [-2.9273, -3.7479, 3.5441], [3.9588, -2.4402, -0.8206], [-1.6707, -1.7020, -6.7717], [-0.0052, -2.6177, 7.8936], [-5.2122, -2.6604, -3.2706], [3.3744, 3.6294, -0.1076], [3.4053, -4.0302, -0.2901], [-4.7347, 0.3632, 2.9186], [-5.7860, 2.8231, -1.2582], [-7.3648, 2.8743, 0.6343], [-1.8813, 5.1736, 3.2940], [0.7643, -1.1210, 7.3636], [-0.1465, 5.7213, 1.7516], [5.8573, 2.5570, 2.1040], [-3.6661, 2.8405, 5.6488], [3.2289, -4.2726, 3.0550], [-1.5597, 1.7221, 5.8066], [4.4992, -3.8830, -1.6748], [-0.9970, -1.3244, 7.2238], [0.5697, 2.8027, -4.9903], [-3.0652, 3.9552, -0.2208], [2.2122, 2.7585, -1.1182], [4.4320, -0.5235, 2.7477], [-2.5893, 6.2700, -0.9433], [6.1296, -0.0802, 2.5661], [-3.4706, 4.5946, 5.4849], [3.6854, -2.3761, -3.6248], [1.8197, 1.6008, 5.9823], [0.7665, -6.2751, 2.9490], [-3.7376, -1.2963, -1.8328], [-3.9778, 3.6371, 4.0964], [-0.3920, -3.0920, -4.7059], [2.0525, -0.9730, -5.6149], [-6.8429, 1.6449, 2.7258], [-2.1489, 6.7588, -3.3359], [6.0586, -1.6240, -0.3003], [2.9290, 4.1593, 4.7858], [6.2003, -1.8996, -2.6865], [1.3175, -6.3939, -1.3101], [1.1258, -7.5705, 0.8673], [-1.9736, -5.0892, 2.8882], [5.2871, 3.9413, 4.0692], [-2.7640, 2.6348, -4.3078], [2.2732, -2.1777, 5.7408], [0.4307, 0.4930, 5.9761], [-3.1176, 0.3480, 1.0384], [1.5631, 0.5204, 4.6187], [5.1651, -0.9169, -3.7447], [1.3235, 4.7399, 1.6093], [3.7391, -2.9134, 4.0754], [3.6513, 3.4635, -1.8474], [3.0626, -2.6214, 2.4655]],
  "forces_ev_per_angstrom": [[2.4, 0.4, -0.6], [0.3, -0.2, 0.4], [0.2, 0.0, 0.2], [-0.6, 0.1, -0.6], [0.0, 0.3, 0.1], [-1.1, 0.5, -0.3], [-1.1, -0.3, -0.1], [0.4, -0.5, 0.6], [0.5, 0.5, 0.0], [-0.8, 0.2, 0.4], [-0.3, -0.7, 0.4], [0.1, 0.0, 0.0], [0.0, -0.1, -0.1], [0.1, -0.1, 0.0], [0.0, -0.3, 0.0], [0.0, -0.1, 0.1], [-0.1, -0.3, 0.0], [0.1, 0.0, 0.0], [-0.3, 0.0, 0.1], [-0.1, -0.1, 0.0], [0.0, 0.0, 0.1], [0.2, 0.0, -0.6], [0.0, -0.1, 0.1], [0.1, 0.2, 0.0], [-0.2, 0.0, -0.1], [-0.1, 0.0, 0.0], [0.0, 0.0, 0.0], [-0.2, 0.0, -0.2], [0.0, 0.0, 0.0], [0.0, 0.0, 0.1], [-0.1, 0.2, -0.1], [0.2, 0.0, 0.1], [-0.1, 0.0, -0.2], [-0.2, -0.3, -0.1], [0.1, -0.1, 0.1], [0.0, 0.1, 0.0], [0.0, 0.0, 0.0], [0.1, -0.1, 0.1], [0.1, 0.3, -0.1], [-0.2, 0.1, -0.1], [-0.1, 0.1, 0.2], [0.2, -0.1, -0.1], [-0.1, 0.0, 0.0], [-0.1, 0.1, -0.1], [0.1, -0.1, -0.2], [-0.2, 0.0, 0.1], [0.0, -0.2, -0.2], [0.0, 0.0, 0.0], [-0.1, 0.0, 0.0], [0.1, 0.1, 0.2], [-0.1, 0.0, 0.0], [0.0, -0.2, -0.4], [-0.2, 0.1, 0.2], [-0.1, -0.2, 0.0], [0.0, -0.1, 0.3], [0.3, -0.1, 0.4], [0.0, 0.1, 0.0], [0.0, 0.3, 0.1], [0.0, 0.1, -0.2], [0.0, -0.1, 0.1], [0.1, -0.1, -0.2], [0.0, 0.2, 0.3], [0.0, 0.0, -0.1], [0.3, 0.1, 0.0], [0.1, 0.1, 0.1], [0.2, 0.1, 0.1], [0.2, -0.1, -0.2], [-0.1, 0.2, -0.2], [0.0, 0.0, 0.0], [-0.2, -0.1, 0.2], [-0.1, -0.2, 0.1], [0.2, -0.1, -0.2], [-0.1, 0.0, -0.1], [0.3, 0.1, -0.1], [-0.1, 0.3, -0.2], [0.2, 0.1, 0.0], [0.0, -0.1, 0.0], [-0.1, 0.1, 0.1], [0.2, 0.0, 0.0], [0.0, -0.1, -0.1], [-0.1, 0.0, 0.2], [0.1, 0.1, 0.1], [0.0, 0.0, 0.0], [-0.1, 0.1, 0.0], [0.0, 0.0, 0.0], [0.0, -0.1, 0.0], [0.1, 0.1, 0.1], [0.0, 0.1, 0.0], [0.0, 0.0, 0.0], [0.0, -0.1, 0.0], [0.2, 0.0, -0.1], [-0.1, 0.0, 0.0], [0.0, 0.0, 0.0], [0.0, 0.0, 0.0], [0.1, 0.0, 0.1], [0.0, 0.1, 0.0], [0.0, 0.1, 0.1], [0.0, -0.1, -0.1], [0.0, -0.1, 0.1], [0.0, -0.1, 0.2], [0.1, 0.0, 0.0], [0.1, 0.0, 0.0], [-0.1, -0.1, 0.0], [0.1, -0.1, 0.1], [0.0, 0.1, 0.0], [0.0, 0.1, 0.0], [0.0, 0.0, 0.0], [0.0, 0.0, -0.1], [0.0, 0.1, -0.1], [0.0, 0.0, 0.1], [0.1, -0.1, 0.0], [0.1, -0.2, 0.1], [-0.1, -0.1, 0.0], [0.1, -0.1, 0.1], [-0.1, 0.0, 0.1], [0.0, 0.1, -0.1], [0.0, 0.1, 0.0], [0.1, 0.1, -0.1], [-0.1, 0.0, 0.1], [0.1, 0.0, 0.0], [0.0, -0.1, 0.0], [0.0, 0.1, -0.2], [0.1, 0.0, 0.0], [0.1, 0.0, -0.1], [0.0, -0.1, -0.1], [-0.1, -0.1, 0.0], [0.0, -0.1, 0.0], [-0.3, -0.2, 0.1], [-0.1, 0.0, 0.0], [0.0, 0.1, -0.1], [-0.1, 0.0, -0.1], [0.0, 0.0, 0.0], [0.0, 0.0, 0.0], [0.0, -0.1, 0.0], [0.0, 0.0, -0.1], [-0.1, -0.1, 0.1], [-0.1, 0.2, 0.0], [0.0, -0.1, -0.1], [0.0, 0.1, 0.0], [0.0, 0.1, 0.1], [0.0, 0.2, 0.0], [0.0, 0.1, 0.0], [-0.1, 0.0, 0.0], [0.0, 0.1, 0.1], [-0.1, -0.1, -0.1], [0.1, 0.2, -0.2], [-0.2, 0.1, 0.0], [0.0, 0.0, 0.0], [0.1, 0.0, 0.1], [0.0, 0.0, 0.0], [0.0, 0.0, -0.1], [0.0, -0.1, 0.1], [0.0, 0.0, 0.1]],
  "spin_multiplicity": 2,
  "homo_lumo_gap_ha": [0.24272, 0.21063],
  "charge": 1
}